The molecule C4H10O2, computed with ωB97M-V/def2-TZVPD.

Structure (XYZ):
```
16
Properties=species:S:1:pos:R:3:nbo_charge:R:1
C -2.1383 -0.6476 0.1030 -0.604
C -0.9714 0.3012 0.3127 -0.410
C 0.3561 -0.2358 -0.1814 0.074
O 0.2955 -0.4396 -1.5783 -0.721
C 1.4405 0.7577 0.1749 -0.084
O 2.7107 0.2821 -0.2307 -0.724
H -3.0633 -0.2048 0.4835 0.208
H -2.2647 -0.8693 -0.9598 0.221
H -1.9706 -1.5928 0.6321 0.200
H -1.1518 1.2546 -0.2000 0.205
H -0.8546 0.5293 1.3812 0.199
H 0.5911 -1.1910 0.3262 0.149
H 1.1873 -0.6890 -1.8611 0.480
H 1.4531 0.8908 1.2660 0.160
H 1.2640 1.7324 -0.2914 0.176
H 3.1165 0.1217 0.6232 0.471
```

Kohn-Sham gap, eV: 10.83
DFT total energy, Ha: -308.8714
SMILES: CC[C@@H](O)CO
HOMO, Eh: -0.36902
Energy above the lowest of the compared OMol25 structures with the same formula, charge and spin, kJ/mol: 70.2

The molecule C4H10O2, computed with ωB97M-V/def2-TZVPD.

Structure (XYZ):
```
16
Properties=species:S:1:pos:R:3:nbo_charge:R:1
C -1.5618 -1.1172 1.6386 -0.243
O -0.2860 -0.6646 1.2573 -0.558
C -0.1256 -0.5254 -0.1402 -0.082
C 1.0367 0.4448 -0.3714 0.077
C 1.0267 1.0278 -1.7761 -0.622
O 0.9221 1.5255 0.5286 -0.722
H -2.3545 -0.5322 1.1474 0.168
H -1.7076 -2.1788 1.3930 0.169
H -1.6444 -0.9856 2.7203 0.195
H -1.0461 -0.1074 -0.5779 0.164
H 0.0678 -1.5026 -0.6105 0.173
H 1.9846 -0.0942 -0.2007 0.154
H 1.6708 1.9113 -1.7882 0.229
H 0.0162 1.3481 -2.0538 0.205
H 1.3914 0.3177 -2.5247 0.209
H 0.6098 1.1329 1.3582 0.483
```

Kohn-Sham gap, eV: 11.09
DFT total energy, Ha: -308.8599
SMILES: COC[C@@H](C)O
HOMO, Eh: -0.37094
Energy above the lowest of the compared OMol25 structures with the same formula, charge and spin, kJ/mol: 100.4

A cluster of 2 separate species, C4H10O2 in total, computed with ωB97M-V/def2-TZVPD.

Structure (XYZ):
```
16
Properties=species:S:1:pos:R:3:nbo_charge:R:1
C -1.2243 1.7920 -1.5310 -0.666
C -1.2458 0.8631 -0.3629 -0.336
C -0.5472 1.0862 0.7497 0.343
C -0.3991 0.1648 1.9374 -0.656
O 0.0065 2.3316 1.0629 -0.693
H -1.8105 2.7119 -1.4265 0.210
H -1.6410 1.2571 -2.3975 0.230
H -0.1853 2.0306 -1.7576 0.215
H -1.7320 -0.0989 -0.3684 0.210
H 0.6611 0.0600 2.2135 0.223
H -0.7997 -0.7701 1.5676 0.219
H -0.9063 0.6519 2.7814 0.227
H -0.2838 2.8984 0.3410 0.473
O 3.2584 -5.2674 -0.7413 -0.949
H 3.5865 -4.4612 -0.3691 0.474
H 3.2625 -5.2499 -1.6992 0.475
```

Kohn-Sham gap, eV: 9.44
DFT total energy, Ha: -308.8534
SMILES: C/C=C(/C)O.O
HOMO, Eh: -0.31703
Energy above the lowest of the compared OMol25 structures with the same formula, charge and spin, kJ/mol: 117.5

A cluster of 3 separate species, C4H10O2 in total, computed with ωB97M-V/def2-TZVPD.

Structure (XYZ):
```
16
Properties=species:S:1:pos:R:3:nbo_charge:R:1
C 2.4370 1.5184 -0.6180 -0.360
C 1.5384 1.4835 0.3886 -0.242
C 0.3711 2.3392 0.4418 -0.214
C -0.5407 2.2626 1.4249 -0.382
H 2.4241 2.2198 -1.4421 0.186
H 3.0932 0.6544 -0.6730 0.197
H 1.7573 0.5911 0.9557 0.218
H 0.2556 2.9937 -0.4224 0.201
H -1.5888 2.4911 1.2786 0.203
H -0.1799 1.8528 2.3522 0.194
O -2.6999 -3.3938 -1.1107 -0.938
H -3.3844 -3.0022 -0.5482 0.468
H -3.2528 -3.6526 -1.8598 0.470
O 0.2759 -2.7627 0.1499 -0.941
H -0.5100 -2.2013 0.2129 0.468
H 0.0038 -3.3941 -0.5305 0.473
```

Kohn-Sham gap, eV: 9.13
DFT total energy, Ha: -308.8100
SMILES: C=CC=C.O.O
HOMO, Eh: -0.31593
Energy above the lowest of the compared OMol25 structures with the same formula, charge and spin, kJ/mol: 231.5

The molecule C4H10O2, computed with ωB97M-V/def2-TZVPD.

Structure (XYZ):
```
16
Properties=species:S:1:pos:R:3:nbo_charge:R:1
C 2.0481 0.7361 -0.8047 -0.245
O 0.6839 0.3947 -0.7869 -0.566
C 0.4310 -0.8106 -0.0882 -0.059
C -1.0690 -0.9635 0.1009 -0.451
C -1.6856 0.2473 0.8033 -0.058
O -1.8470 1.3478 -0.0620 -0.728
H 2.6490 -0.0468 -1.2906 0.169
H 2.1446 1.6656 -1.3697 0.197
H 2.4330 0.8908 0.2149 0.168
H 0.9287 -0.7735 0.8965 0.161
H 0.8565 -1.6623 -0.6435 0.171
H -1.5591 -1.0892 -0.8726 0.216
H -1.2500 -1.8742 0.6847 0.214
H -2.6839 -0.0003 1.1792 0.180
H -1.0664 0.5143 1.6804 0.148
H -0.9979 1.4489 -0.5181 0.484
```

Kohn-Sham gap, eV: 10.92
DFT total energy, Ha: -308.8578
SMILES: COCCCO
HOMO, Eh: -0.36544
Energy above the lowest of the compared OMol25 structures with the same formula, charge and spin, kJ/mol: 105.9

A cluster of 2 separate species, C4H10O2 in total, computed with ωB97M-V/def2-TZVPD.

Structure (XYZ):
```
16
Properties=species:S:1:pos:R:3:nbo_charge:R:1
C 0.0044 -0.9070 -2.1806 -0.641
C 0.4987 -0.4509 -0.8359 -0.293
C -0.1274 0.4731 -0.0978 -0.135
C 0.5284 1.1104 1.0889 -0.109
O -0.3808 1.4164 2.1342 -0.724
H 0.3252 -1.9186 -2.4493 0.215
H -1.0888 -0.8752 -2.2482 0.220
H 0.4035 -0.2238 -2.9381 0.217
H 1.4925 -0.7694 -0.5186 0.197
H -1.0919 0.8868 -0.3869 0.222
H 0.9832 2.0252 0.6872 0.180
H 1.3369 0.4587 1.4552 0.165
H 0.0858 1.9824 2.7649 0.474
O -1.3662 -1.1065 1.0875 -0.945
H -0.5985 -1.3292 0.5180 0.482
H -1.0049 -0.7722 1.9193 0.475
```

Kohn-Sham gap, eV: 9.62
DFT total energy, Ha: -308.8257
SMILES: C/C=C/CO.O
HOMO, Eh: -0.32494
Energy above the lowest of the compared OMol25 structures with the same formula, charge and spin, kJ/mol: 190.3

The molecule C4H10O2, computed with ωB97M-V/def2-TZVPD.

Structure (XYZ):
```
16
Properties=species:S:1:pos:R:3:nbo_charge:R:1
C -1.3976 0.8146 -1.2508 -0.258
O -0.2016 0.9084 -0.4991 -0.558
C 0.3540 -0.3461 -0.1155 0.071
C 1.8653 -0.1896 -0.1685 -0.621
C -0.1286 -0.7096 1.3198 -0.084
O -1.2839 0.0097 1.6708 -0.714
H -1.2066 0.4033 -2.2510 0.169
H -2.1523 0.2010 -0.7463 0.185
H -1.7802 1.8329 -1.3557 0.194
H 0.0172 -1.1145 -0.8261 0.168
H 2.2019 0.0759 -1.1749 0.218
H 2.3786 -1.1051 0.1452 0.212
H 2.1556 0.6143 0.5170 0.213
H -0.3760 -1.7741 1.3908 0.178
H 0.6850 -0.5158 2.0385 0.152
H -1.1310 0.8947 1.3059 0.474
```

Kohn-Sham gap, eV: 10.92
DFT total energy, Ha: -308.8541
SMILES: CO[C@@H](C)CO
HOMO, Eh: -0.36282
Energy above the lowest of the compared OMol25 structures with the same formula, charge and spin, kJ/mol: 115.6

The molecule C4H10O2, computed with ωB97M-V/def2-TZVPD.

Structure (XYZ):
```
16
Properties=species:S:1:pos:R:3:nbo_charge:R:1
C -0.1394 -1.5768 1.1329 -0.267
O 0.7228 -0.8489 0.3048 -0.538
C -0.0738 -0.1558 -0.5888 0.134
C -1.5568 0.5721 0.2551 -0.712
C 0.9150 0.7549 -1.3866 -0.089
O 1.8014 0.0567 -2.2573 -0.712
H -0.6387 -2.3889 0.5814 0.158
H 0.4239 -1.9544 1.9872 0.190
H -0.9222 -0.8201 1.3357 0.200
H -0.5576 -0.8515 -1.2945 0.159
H -2.1823 0.2876 1.1609 0.227
H -2.3037 0.4749 -0.5260 0.211
H -1.3331 1.6098 0.4840 0.210
H 0.3605 1.4177 -2.0494 0.183
H 1.4977 1.3575 -0.6764 0.170
H 2.4371 -0.4567 -1.7397 0.474
```

Kohn-Sham gap, eV: 10.85
DFT total energy, Ha: -308.7822
SMILES: CO[C@@H](C)CO
HOMO, Eh: -0.36176
Energy above the lowest of the compared OMol25 structures with the same formula, charge and spin, kJ/mol: 304.4